1.
Formula: C32H28ClN4ORuS2
Source: the Open Molecules 2025 dataset
Level of theory: ωB97M-V with the def2-TZVPD basis set

Summary:
- Highest occupied orbital energy (alpha / beta): -6.8 / -6.8 eV
- 2S+1: 2
- Net charge: 0
- Kohn-Sham gap (alpha / beta): 5.673 / 5.614 eV
- Expectation value of S²: 0.760
- ΔE to the lowest compared entry with this formula, charge and spin: 0.0 kJ/mol
- Total energy: -78421.53681 eV

Geometry as XYZ:
```
69
Properties=species:S:1:pos:R:3:forces:R:3
Ru 0.0712 0.2080 -0.6764 -1.2226 1.0486 -2.9870
C -0.2820 -1.9779 2.2047 -0.0104 0.1338 -0.0107
N -0.5702 -0.5388 2.0417 -0.0003 -0.2661 0.3054
C -2.0050 -0.2441 1.9746 0.0262 0.0822 -0.2695
C -2.6172 -0.5420 0.6237 -0.0842 0.0123 0.2338
N -2.2006 0.3367 -0.4995 0.3792 0.3058 0.2610
C -2.4839 1.7751 -0.2409 -0.2874 0.1551 0.1792
C -2.9921 0.0005 -1.6884 0.0530 -0.1475 -0.4308
C -4.3821 -0.0775 -1.6175 -0.0984 0.0250 0.0911
C -5.1546 -0.2719 -2.7468 -0.0632 -0.0096 0.0223
C -4.5394 -0.3627 -3.9893 0.0570 0.0160 -0.0034
C -3.1661 -0.2843 -4.0752 -0.0350 -0.0201 0.0339
C -2.3692 -0.1188 -2.9310 0.0388 -0.1671 0.0601
S -0.6470 -0.1054 -3.1512 0.8320 -0.0993 1.4987
C 0.0017 0.2678 3.0956 0.1892 0.2106 0.0826
C -0.1216 -0.0820 4.4362 0.0924 -0.1055 0.0093
C 0.4032 0.7239 5.4325 -0.0496 -0.0414 0.1158
C 1.0681 1.8954 5.0933 -0.0140 -0.0094 -0.0112
C 1.1512 2.2797 3.7680 -0.0549 -0.1097 0.0210
C 0.5849 1.4931 2.7568 -0.1110 -0.1235 -0.1375
S 0.5345 2.1036 1.1280 0.0427 -0.7523 -0.2918
H -1.1995 -2.5696 2.1599 0.0062 -0.0125 -0.0257
H 0.2018 -2.1735 3.1597 -0.0540 -0.0421 0.0195
H 0.3938 -2.3288 1.4262 -0.0642 -0.0251 0.1140
H -2.1568 0.8022 2.2345 0.0742 0.0369 -0.0147
H -2.5571 -0.8354 2.7200 0.0018 0.0129 0.0179
H -3.7001 -0.5016 0.7580 -0.0026 0.0127 -0.0382
H -2.3582 -1.5646 0.3491 -0.1597 0.0369 -0.0207
H -3.5489 1.9370 -0.0396 -0.0008 -0.0867 -0.0778
H -2.1932 2.3381 -1.1258 0.0060 -0.0553 -0.0337
H -1.8957 2.1472 0.5887 0.0718 -0.0693 0.0455
H -4.8943 0.0363 -0.6715 0.0331 0.0197 0.0096
H -6.2310 -0.3355 -2.6591 0.0074 0.0139 0.0126
H -5.1363 -0.4904 -4.8833 0.0295 -0.0109 -0.0165
H -2.6646 -0.3491 -5.0326 -0.0376 -0.0356 -0.0188
H -0.6334 -0.9959 4.7184 0.0022 0.0064 -0.0445
H 0.2778 0.4422 6.4702 0.0717 -0.0183 -0.0039
H 1.5101 2.5054 5.8709 -0.0147 0.0553 -0.0351
H 1.6399 3.2014 3.4792 0.0027 0.0152 0.0549
Cl 4.9678 5.6125 -0.7968 0.1114 0.1081 -0.0131
C 3.6473 4.5293 -1.1129 0.1134 -0.1162 0.0291
C 2.4278 5.0492 -1.5789 -0.1256 -0.2470 -0.0271
C 1.3781 4.2075 -1.8219 -0.0053 0.0779 -0.0840
C 1.4559 2.8141 -1.5566 0.3826 -0.3636 0.1009
O 0.4092 2.0940 -1.7255 -0.3829 -0.3425 0.9545
C 2.7206 2.2983 -1.0983 -0.4844 0.4377 -0.1334
C 2.9486 0.9440 -0.7937 -0.0970 -0.4824 -0.0109
N 2.0844 -0.0406 -0.8004 0.3292 0.8684 0.0307
C 2.5112 -1.3616 -0.7130 0.6470 -0.6399 0.1093
C 3.8282 -1.8033 -0.6739 -0.5391 0.4553 0.0442
C 4.1293 -3.1644 -0.6049 -0.0716 -0.4966 0.0666
C 3.1438 -4.1184 -0.6282 0.2706 0.0606 -0.0080
C 1.7989 -3.7244 -0.7379 -0.1152 0.3712 0.0261
C 0.7316 -4.6363 -0.8659 -0.3110 0.1352 -0.0579
C -0.5378 -4.1612 -1.0681 0.2787 -0.4674 -0.0652
C -0.7610 -2.7837 -1.0964 0.1368 0.4578 -0.1715
N 0.2001 -1.9054 -0.8908 -0.2293 0.3493 0.6178
C 1.4823 -2.3416 -0.7542 0.3328 -0.3006 -0.1145
C 3.7981 3.1908 -0.9048 0.0334 0.1162 0.0390
H 2.3254 6.1154 -1.7290 0.0146 0.0086 -0.0270
H 0.4244 4.5808 -2.1697 0.0114 0.0374 0.0071
H 3.9744 0.7163 -0.5126 0.0318 -0.0672 -0.1840
H 4.6426 -1.0952 -0.7053 0.0224 -0.0298 -0.0002
H 5.1649 -3.4716 -0.5412 0.0062 0.0317 -0.0288
H 3.3843 -5.1732 -0.5967 0.0157 0.0087 -0.0012
H 0.9343 -5.6996 -0.8470 -0.0038 -0.0088 0.0205
H -1.3665 -4.8355 -1.2317 -0.0232 0.0231 0.0192
H -1.7381 -2.3881 -1.3429 0.0117 0.0266 0.1145
H 4.7519 2.8077 -0.5622 -0.0133 -0.0040 0.0305
```
Forces are in eV/Å.

***

2.
Formula: C32H28MnN5O4S2
Source: the Open Molecules 2025 dataset
Level of theory: ωB97M-V with the def2-TZVPD basis set

Summary:
- Highest occupied orbital energy (alpha / beta): -10.4 / -10.4 eV
- 2S+1: 4
- Net charge: +1
- Kohn-Sham gap (alpha / beta): 4.336 / 6.063 eV
- Expectation value of S²: 4.161
- ΔE to the lowest compared entry with this formula, charge and spin: 127.0 kJ/mol
- Total energy: -102259.53796 eV

Geometry as XYZ:
```
72
Properties=species:S:1:pos:R:3:forces:R:3
Mn -0.1558 -0.5194 -0.1256 -0.0528 0.9727 0.3096
C -9.4322 6.1514 -6.7809 0.0337 -0.0003 -0.0396
O -8.1606 6.6759 -6.4232 -0.0065 -0.0059 0.1023
C -7.3118 5.8754 -5.7506 -0.0074 0.0412 -0.1332
C -6.1193 6.4808 -5.3272 0.0041 -0.0307 0.0113
C -5.1821 5.7546 -4.6372 0.0430 0.0303 -0.0054
C -5.4199 4.4046 -4.3565 0.1442 -0.2175 0.2114
C -6.5961 3.8084 -4.7785 -0.0690 -0.0347 -0.0440
C -7.5478 4.5301 -5.4848 0.0417 -0.0296 0.0533
N -4.5214 3.5636 -3.6405 -0.1345 0.3663 -0.3017
N -3.4211 4.0808 -3.3811 0.0510 -0.3981 0.2886
C -2.5172 3.2290 -2.6755 -0.0869 0.2001 -0.1541
C -1.1997 3.5841 -2.8126 0.1892 -0.0864 0.0301
C -0.1336 2.8327 -2.2688 -0.1499 0.1179 -0.0914
C -0.4306 1.7206 -1.5404 0.0789 -0.1069 0.0713
O 0.5050 0.9069 -0.9816 -0.0850 -0.1724 -0.1708
C -1.7801 1.3698 -1.3224 0.0315 -0.0230 0.0145
N -1.9565 0.2654 -0.5359 -0.0399 -0.1259 -0.0942
C -3.1758 -0.1780 -0.2866 -0.0618 0.1926 0.0308
C -4.2987 0.4824 -0.7827 0.0121 -0.0332 0.0461
C -4.1439 1.6097 -1.5538 -0.0170 0.0499 -0.0538
C -2.8540 2.0853 -1.8792 -0.0466 0.1011 0.0345
H -9.9931 6.9847 -7.1917 -0.0017 -0.0053 -0.0065
H -9.9513 5.7558 -5.9059 -0.0185 0.0155 -0.0038
H -9.3343 5.3709 -7.5385 -0.0036 -0.0107 0.0131
H -5.9641 7.5254 -5.5594 -0.0069 0.0061 0.0098
H -4.2622 6.2146 -4.3065 0.0010 0.0131 0.0037
H -6.7555 2.7594 -4.5624 -0.0070 0.0058 0.0029
H -8.4485 4.0428 -5.8251 -0.0096 -0.0051 0.0210
H -0.9840 4.4651 -3.4021 0.0065 0.0057 0.0162
H 0.8942 3.1263 -2.4302 0.0001 -0.0149 -0.0171
H -3.2731 -1.0532 0.3422 0.0046 -0.0226 -0.0317
H -5.2812 0.1061 -0.5388 -0.0044 0.0053 -0.0099
H -5.0087 2.1346 -1.9254 -0.0024 0.0050 -0.0129
O 4.5715 -5.0655 -0.3532 0.0528 -0.0067 -0.0022
S 3.6779 -4.8059 -1.4308 -0.0706 0.0912 -0.0010
O 4.1357 -4.6386 -2.7684 0.0579 -0.0160 0.0007
N 2.7620 -3.4276 -1.0186 0.0846 -0.0317 -0.0336
C 1.5511 -3.7667 -0.8764 0.1311 0.3238 0.2136
S 0.3482 -2.5370 -0.4724 -0.1435 -0.9037 -0.2973
C 1.1621 -5.1845 -1.0593 0.0372 0.0991 0.0162
C -0.0702 -5.8002 -0.9546 -0.0310 -0.0094 0.0014
C -0.1310 -7.1702 -1.1814 0.0267 0.0066 -0.0013
C 1.0137 -7.8921 -1.5030 -0.0154 -0.0096 0.0038
C 2.2536 -7.2686 -1.6082 0.0033 0.0175 0.0041
C 2.2957 -5.9114 -1.3795 -0.0425 -0.1214 -0.0181
H -0.9592 -5.2353 -0.7055 -0.0017 0.0006 -0.0040
H -1.0797 -7.6836 -1.1078 -0.0029 0.0019 0.0017
H 0.9399 -8.9575 -1.6742 -0.0028 0.0010 -0.0013
H 3.1453 -7.8270 -1.8580 0.0008 0.0017 -0.0015
C 3.8740 0.5465 2.9619 -0.0545 -0.0535 0.0482
N 3.2611 0.7772 1.6715 0.1270 0.1376 -0.1153
C 3.2013 -0.4017 0.8406 -0.0274 -0.0435 -0.0401
C 2.0469 1.5607 1.6893 -0.0423 -0.1187 0.1273
C 0.8671 0.8688 2.3721 -0.0575 0.0455 0.1393
C 0.7373 1.0155 3.7604 0.0033 0.0442 -0.0354
C -0.2478 0.3715 4.4884 -0.0234 -0.0086 0.0056
C -1.1634 -0.4564 3.8547 -0.0044 0.0028 -0.0176
C -1.0862 -0.6177 2.4790 0.0148 -0.0167 0.0283
C -0.0794 0.0438 1.7937 0.1708 -0.2292 -0.0785
H 4.8703 0.1307 2.8141 -0.0027 0.0037 -0.0056
H 3.3122 -0.1516 3.6024 -0.0104 -0.0061 -0.0126
H 3.9783 1.4930 3.4945 0.0049 0.0014 -0.0001
H 4.1945 -0.8396 0.7427 -0.0067 -0.0037 0.0241
H 2.8691 -0.1316 -0.1646 -0.0172 -0.0073 0.0039
H 2.5370 -1.1890 1.2395 0.0117 0.0128 0.0179
H 1.7916 1.8271 0.6687 -0.0414 0.0013 -0.0704
H 2.2392 2.4833 2.2403 0.0216 -0.0001 -0.0231
H 1.4400 1.6660 4.2675 -0.0052 -0.0007 0.0109
H -0.3056 0.5194 5.5583 0.0052 -0.0040 0.0031
H -1.9329 -0.9709 4.4138 0.0014 0.0083 0.0119
H -1.7973 -1.2684 1.9819 0.0183 -0.0158 -0.0032
```
Forces are in eV/Å.

***

3.
Formula: C32H28MoN8O2S2
Source: the Open Molecules 2025 dataset
Level of theory: ωB97M-V with the def2-TZVPD basis set

Summary:
- Highest occupied orbital energy (alpha / beta): -13.1 / -13.3 eV
- 2S+1: 3
- Net charge: +2
- Kohn-Sham gap (alpha / beta): 6.877 / 6.326 eV
- Expectation value of S²: 2.016
- ΔE to the lowest compared entry with this formula, charge and spin: 25.3 kJ/mol
- Total energy: -73167.67846 eV

Geometry as XYZ:
```
73
Properties=species:S:1:pos:R:3:forces:R:3
Mo -0.3161 -0.7712 1.0677 0.1003 -0.4629 -1.8707
C -1.1331 -4.9969 -0.5097 0.5006 -0.8738 1.7758
C -0.9173 -3.5687 -0.2930 -0.7831 2.1184 -0.7222
N -0.1399 -2.9736 0.5482 -1.7625 0.8229 -1.9034
N 0.6177 -3.7375 1.3627 0.8469 -0.3035 2.1346
C 0.5892 -3.2754 2.6618 -0.4494 -0.2377 0.2963
N 1.3185 -3.8749 3.5649 1.3029 -0.7811 0.7978
S -0.4660 -2.0404 3.2008 0.2072 -0.1625 -0.5248
C -1.9059 -2.5983 -0.9352 0.3798 -1.2498 0.8289
C -2.7539 -2.9882 -1.9509 -0.5457 -0.3868 0.5361
C -3.9112 -2.2331 -2.2017 1.0945 0.4099 -0.6374
C -3.9719 -1.0041 -1.5775 0.0680 1.1206 0.5606
C -3.0265 -0.6461 -0.5865 -0.9244 0.8203 -0.5203
N -2.0791 -1.4659 -0.2241 1.6109 -0.5461 0.0326
H -0.5401 -5.5691 0.2235 -0.1779 0.1148 -0.4346
H -2.1799 -5.1725 -0.2662 -0.1411 -0.1603 -0.1689
H -0.9295 -5.3808 -1.4864 0.1466 0.0479 -0.7473
H 1.5529 -3.8933 1.0426 0.5919 -0.2946 -0.4839
H 1.9689 -4.6760 3.4550 -0.8813 0.8031 -0.2915
H 1.3030 -3.4478 4.4861 0.0774 -0.2405 -0.1470
H -2.5832 -3.9419 -2.4350 -0.0649 0.1327 -0.0960
H -4.6018 -2.5342 -2.9916 0.0747 0.1341 0.4118
H -4.6814 -0.2199 -1.8438 -0.1457 -0.5352 0.0873
H -2.9794 0.3216 -0.0580 -0.6553 -0.6158 -0.5287
O 1.6134 -1.0589 0.7340 -0.7957 -0.2257 0.1952
C 2.7924 -0.4997 0.9896 -0.2536 -0.2586 -0.0784
C 3.9173 -1.1673 0.5009 -0.0542 0.4267 0.7181
C 5.1441 -0.6563 0.8781 0.9102 -0.7709 -1.1065
C 5.2648 0.5122 1.6145 1.1243 0.6772 0.8370
C 4.1630 1.1590 2.1384 -0.8844 -1.2317 -1.5398
C 2.8843 0.6548 1.7773 -0.2888 0.4344 0.6080
C 1.6733 1.2863 2.3167 2.3326 -0.6374 0.1066
N 0.4829 0.9207 2.0584 -1.9599 0.7289 0.5933
N -0.4939 1.7088 2.7732 0.4753 -0.9661 -0.3833
C -1.6588 1.1879 2.6080 -0.2630 0.1199 -0.0743
O -1.9031 0.1606 1.7888 0.9365 0.5111 0.4057
C -2.8156 1.6869 3.3357 -0.6626 -0.4480 0.8864
C -2.8666 2.9867 3.8119 0.1136 0.0150 -0.1712
C -3.9206 3.4150 4.5992 0.4819 1.2139 -0.4196
C -4.9482 2.5479 4.8983 -0.3851 0.1194 0.7193
C -4.9307 1.2592 4.4361 0.6129 -1.8947 -0.3726
C -3.8236 0.7942 3.7133 -0.7799 0.6475 -0.5089
H 3.7558 -2.0736 -0.0752 0.2853 0.1491 0.0154
H 6.0844 -1.1507 0.5421 -0.8997 0.3838 0.2586
H 6.2950 0.8702 1.7903 -0.8158 -0.0734 0.1091
H 4.1920 2.0455 2.7128 0.3699 0.7489 0.5818
H 1.8281 2.0415 3.0915 -0.2509 0.1573 -0.4085
H -2.0432 3.6126 3.5306 0.1250 0.5616 0.0915
H -3.9481 4.4783 4.8972 -0.0217 -0.8227 0.0725
H -5.7230 2.8378 5.5843 -0.3620 0.3035 -0.0796
H -5.7030 0.4992 4.6504 0.2987 0.8355 0.1053
H -3.8239 -0.2272 3.3721 0.1606 -0.1878 -0.0391
S 0.9679 3.7330 -3.6811 0.1576 1.3316 -0.8717
C 0.6227 2.4354 -2.6527 0.0198 -1.3394 -0.9637
C 1.0770 1.0964 -2.7935 -0.7701 1.2820 0.7806
C 0.6292 0.2224 -1.8418 1.3724 -2.3452 0.3109
N -0.1123 0.5508 -0.7833 -0.5994 0.5264 0.4362
C -0.5844 1.8135 -0.7369 -0.9183 0.1870 1.2027
C -0.3093 2.7606 -1.6936 -0.3000 0.5189 1.2934
C 1.9412 2.9752 -4.9233 -0.1794 -0.2295 -0.0032
C 1.5216 2.8103 -6.2263 0.5338 0.1930 0.7928
C 2.4003 2.1804 -7.0803 -1.3968 -0.1880 -1.4772
N 3.4544 1.4989 -6.7033 0.4551 -0.2191 -0.6644
C 3.7900 1.5800 -5.4322 0.1543 0.9569 -0.0273
C 3.1334 2.4090 -4.5484 0.8802 -0.2917 1.1487
H 1.7866 0.8584 -3.5577 -0.0297 -0.4755 -0.1681
H 0.9903 -0.8526 -1.8009 -0.3981 1.4169 -0.3768
H -1.2094 2.0516 0.1585 0.5436 -0.0894 -0.9629
H -0.6817 3.8067 -1.6498 0.0818 -1.0117 0.2055
H 0.5677 3.1094 -6.5686 -0.7319 0.5949 -0.3064
H 2.0848 2.1968 -8.1351 0.6086 -0.3842 0.3299
H 4.6841 1.0918 -5.1440 0.6923 -0.6352 0.3147
H 3.5232 2.5289 -3.5276 -0.1956 0.0107 -0.5008
```
Forces are in eV/Å.

***

> Number 1 is which compound?

C32H28ClN4ORuS2